[1]
{"formula": "C5H3ClOS", "method": "ωB97M-V/def2-TZVPD", "de_lowest_kcal_mol": 35.1, "homo_lumo_gap_ev": 9.73, "homo_energy_ha": -0.3457, "symbols": ["C", "C", "C", "C", "C", "H", "H", "H", "O", "S", "Cl"], "xyz": [[1.15270, -0.14159, -0.15714], [0.66581, -0.33638, 1.05594], [-0.83553, -0.36540, 0.77820], [-0.00456, 0.03294, -1.19151], [-0.94728, 0.86329, -0.24219], [1.28128, -0.20535, 2.00924], [-1.50026, -0.49671, 1.60858], [0.19747, 0.08896, -2.22671], [-1.69521, 1.81232, -0.43332], [-1.12533, -1.33813, -0.70917], [2.81090, 0.08605, -0.49191]], "atomic_forces_ev_per_a": [[0.4, 0.1, -1.0], [0.3, 0.3, 0.7], [0.1, 1.3, 0.8], [0.8, -0.8, 2.3], [-2.5, 1.6, -1.1], [-1.4, -0.5, -1.4], [-0.4, 0.1, 0.2], [0.2, 0.7, -0.9], [2.2, -2.3, 0.9], [0.1, -0.6, -0.2], [0.2, 0.1, -0.4]]}


[2]
{"formula": "C3H8N3O", "method": "ωB97M-V/def2-TZVPD", "total_charge": 1, "de_lowest_kcal_mol": 8.6, "homo_lumo_gap_ev": 10.41, "homo_energy_ha": -0.5037, "smiles": "N/C=[NH+]/CC(N)=O", "symbols": ["C", "C", "C", "N", "N", "N", "O", "H", "H", "H", "H", "H", "H", "H", "H"], "xyz": [[-0.87393, 0.90467, -1.18395], [0.92074, -0.29338, 1.26828], [-0.55703, -0.72571, 0.56787], [-0.78030, 1.47489, -2.32433], [1.51948, -1.10508, 2.15352], [-0.59283, -0.31753, -0.81580], [1.34563, 0.69193, 0.76843], [-1.04313, 1.54997, -0.36458], [-1.19913, -0.10706, 1.13299], [-0.79703, -1.84995, 0.71801], [-0.95891, 2.54279, -2.42237], [-0.43156, 0.97777, -3.12290], [1.17545, -1.95101, 2.43402], [2.39708, -0.76625, 2.64286], [-0.12454, -1.02605, -1.45204]], "atomic_forces_ev_per_a": [[1.1, -0.4, 2.0], [-2.1, -2.3, -1.8], [2.0, -2.0, 1.8], [-0.3, 2.8, -1.9], [2.3, 3.1, 0.3], [1.1, -2.2, -1.3], [1.1, 2.1, -0.1], [-0.8, 0.6, 0.8], [-1.2, 0.4, 0.6], [0.2, 2.0, -0.5], [0.4, -2.8, 0.2], [0.0, 0.0, -0.5], [-1.2, -2.3, 0.7], [-1.6, -0.5, -1.1], [-1.0, 1.5, 0.7]]}


[3]
{"formula": "H14O7", "method": "ωB97M-V/def2-TZVPD", "de_lowest_kcal_mol": 80.9, "homo_lumo_gap_ev": 10.79, "homo_energy_ha": -0.3808, "smiles": "O.O.O.O.O.O.O", "symbols": ["H", "H", "H", "H", "H", "H", "H", "H", "H", "H", "H", "H", "H", "H", "O", "O", "O", "O", "O", "O", "O"], "xyz": [[-0.86886, 0.24050, -0.89246], [-0.63197, -1.25066, -1.06676], [2.46017, -2.49207, 2.34988], [2.83594, -1.02101, 2.28049], [3.79740, 3.00836, -2.01633], [2.31497, 2.91568, -2.33858], [3.23909, -3.34496, -0.48896], [2.08924, -2.56027, -1.09899], [0.08668, 1.92780, 2.72773], [-1.40328, 2.14039, 2.93955], [-2.74611, 1.22625, 0.01761], [-1.56086, 2.16818, -0.11647], [-5.10281, -0.59411, -1.36981], [-3.81776, -1.09077, -0.72793], [-1.07038, -0.61288, -0.49229], [2.24677, -1.67425, 1.88660], [2.92562, 3.15515, -1.63236], [3.05141, -2.61634, -1.09136], [-0.77151, 1.74229, 2.33014], [-1.78258, 1.23689, -0.00453], [-4.68580, -1.39003, -1.02108]], "atomic_forces_ev_per_a": [[-0.1, -0.5, 0.2], [0.0, -0.5, 0.1], [-0.1, 0.1, 0.0], [-0.1, 0.0, -0.1], [-0.1, 0.0, 0.1], [0.0, 0.0, 0.1], [0.0, 0.2, 0.0], [0.1, 0.1, 0.1], [0.0, -0.1, 0.0], [0.0, -0.1, 0.0], [0.1, -0.1, 0.0], [-0.1, 0.2, 0.4], [0.0, -0.1, 0.0], [0.2, -0.1, 0.0], [1.4, -3.0, -1.5], [0.1, -0.1, 0.2], [0.0, 0.0, -0.2], [0.0, -0.2, -0.2], [0.2, 0.3, 0.5], [-1.6, 3.6, 0.3], [0.0, 0.3, 0.0]]}


[4]
{"formula": "C4H4N2O", "method": "ωB97M-V/def2-TZVPD", "de_lowest_kcal_mol": 88.6, "homo_lumo_gap_ev": 8.25, "homo_energy_ha": -0.3532, "smiles": "O=C1C=C=NC=N1.[H][H]", "symbols": ["O", "C", "C", "C", "N", "C", "N", "H", "H", "H", "H"], "xyz": [[-0.34527, -1.93198, 1.98132], [-0.20935, -0.89913, 1.37840], [-0.02549, -1.00103, -0.16818], [0.09100, 0.24205, -0.53425], [0.11374, 1.42033, -0.16760], [-0.05331, 1.43337, 1.22385], [-0.20183, 0.38190, 1.94554], [-0.02080, -1.96638, -0.64430], [-0.01329, -0.12046, -3.29191], [0.71605, 0.01972, -3.39657], [-0.05145, 2.42161, 1.67369]], "atomic_forces_ev_per_a": [[0.1, 0.4, -0.2], [0.0, -0.2, 0.2], [0.0, 0.2, -0.2], [0.0, 0.2, 0.5], [0.0, -0.5, -0.3], [0.0, -0.2, 0.3], [0.0, 0.1, -0.3], [0.0, 0.2, 0.1], [0.3, 0.1, -0.1], [-0.3, 0.0, 0.0], [0.0, -0.2, -0.1]]}


Please write out number 4 again, unchanged.
{"formula": "C4H4N2O", "method": "ωB97M-V/def2-TZVPD", "de_lowest_kcal_mol": 88.6, "homo_lumo_gap_ev": 8.25, "homo_energy_ha": -0.3532, "smiles": "O=C1C=C=NC=N1.[H][H]", "symbols": ["O", "C", "C", "C", "N", "C", "N", "H", "H", "H", "H"], "xyz": [[-0.34527, -1.93198, 1.98132], [-0.20935, -0.89913, 1.37840], [-0.02549, -1.00103, -0.16818], [0.09100, 0.24205, -0.53425], [0.11374, 1.42033, -0.16760], [-0.05331, 1.43337, 1.22385], [-0.20183, 0.38190, 1.94554], [-0.02080, -1.96638, -0.64430], [-0.01329, -0.12046, -3.29191], [0.71605, 0.01972, -3.39657], [-0.05145, 2.42161, 1.67369]], "atomic_forces_ev_per_a": [[0.1, 0.4, -0.2], [0.0, -0.2, 0.2], [0.0, 0.2, -0.2], [0.0, 0.2, 0.5], [0.0, -0.5, -0.3], [0.0, -0.2, 0.3], [0.0, 0.1, -0.3], [0.0, 0.2, 0.1], [0.3, 0.1, -0.1], [-0.3, 0.0, 0.0], [0.0, -0.2, -0.1]]}